1.
C3H10O3 | ωB97M-V/def2-TZVPD

Atoms and positions in Å:
C 1.62155 -0.29100 -0.51852
C 0.59958 -0.93264 0.12500
C 0.30724 -2.38087 -0.11378
O 0.00066 -0.34749 1.19398
H 1.51227 0.62613 -1.08928
H 2.38500 -0.91277 -0.99039
H 1.27489 -2.88783 0.01973
H -0.41006 -2.92379 0.49950
H 0.00410 -2.58745 -1.14179
H -0.04812 0.61773 1.14028
O -0.28082 2.61314 0.64512
H 0.21632 2.61168 -0.17632
H -0.94814 3.30066 0.43688
O -1.68456 0.52638 -1.18833
H -1.40718 -0.09396 -0.50047
H -2.04309 1.24763 -0.68624

## Properties
Net charge ... 0
Energy relative to the best compared isomer or geometry (same formula, charge and spin) ... 161.4 kJ/mol
E ... -9413.85972 eV
Multiplicity ... 1
SMILES ... C=C(C)O.O.O
Highest occupied orbital energy ... -8.17 eV
E_LUMO ... 0.37 eV

---

2.
C3H6N4O | ωB97M-V/def2-TZVPD

Atoms and positions in Å:
H 0.10459 -2.16022 1.03320
N -0.70430 -1.57466 0.52747
C -0.48671 -1.22237 -0.66251
N -1.47614 -0.89730 -1.74363
O 0.86110 -0.87053 -0.97247
C 1.54282 0.24099 -0.39804
N 1.06977 1.27198 0.33264
N -0.25553 1.55490 0.72814
C -0.28472 1.65098 2.12097
H -2.48532 -1.40491 -1.73562
H -1.54071 0.05542 -1.88375
H 2.65854 0.38863 -0.35169
H -1.19240 1.88951 2.63349
H 0.50157 1.69366 2.80934

## Properties
Net charge ... 0
Energy relative to the best compared isomer or geometry (same formula, charge and spin) ... 533.5 kJ/mol
E ... -11211.24766 eV
Multiplicity ... 1
SMILES ... [H]/N=C(/N)O/C=N\N=C
Highest occupied orbital energy ... -9.23 eV
E_LUMO ... 0.45 eV

---

3.
C4H8N2O | ωB97M-V/def2-TZVPD

Atoms and positions in Å:
C -0.53283 1.59462 0.69807
C -0.23624 0.29419 -0.02865
C -0.24862 -0.99724 0.74261
N -0.27728 -2.21002 0.07823
O 0.00293 -0.89894 1.93223
C 0.15675 0.33855 -1.45250
N 1.14649 0.04540 -0.43860
H -0.10735 2.46459 0.17650
H -1.61017 1.75570 0.79934
H -0.10551 1.56208 1.70266
H -0.15437 -2.20113 -0.92402
H 0.29303 -2.92710 0.51208
H -0.16861 -0.50293 -2.08016
H 0.08400 1.27540 -2.00783
H 1.75779 0.40682 0.29006

## Properties
Net charge ... 0
Energy relative to the best compared isomer or geometry (same formula, charge and spin) ... 285.9 kJ/mol
E ... -9303.43008 eV
Multiplicity ... 1
SMILES ... C[C@@]1(C(N)=O)CN1
Highest occupied orbital energy ... -9.17 eV
E_LUMO ... 0.90 eV

---

4.
C27H31Cl2N2O8S4Si2W | ωB97M-V/def2-TZVPD

Atoms and positions in Å:
W -0.01210 0.32265 -0.70699
S 0.11052 1.67653 -3.34725
C -0.57757 0.14932 -3.47024
N -0.33020 -0.81725 -2.58325
C -0.97197 -2.01118 -2.91510
C -0.77107 -3.24575 -2.30928
C -1.46181 -4.34312 -2.79034
C -2.32992 -4.22779 -3.87529
C -2.48954 -3.01297 -4.52060
C -1.79106 -1.91306 -4.04434
S -1.70860 -0.30206 -4.70696
H -0.09231 -3.34386 -1.47517
H -1.32873 -5.30181 -2.30581
H -2.87290 -5.09590 -4.22669
H -3.13832 -2.92173 -5.38219
C 1.77756 3.63143 0.59804
Si 2.15475 2.11771 1.65752
C 3.96398 2.43481 2.14077
C 1.27495 2.06978 3.31646
C 1.83526 0.53235 0.66429
C 2.71808 0.39368 -0.50743
C 4.09834 0.56352 -0.67888
C 4.65394 0.24455 -1.89795
C 3.85092 -0.22635 -2.93615
C 2.49633 -0.33127 -2.72294
N 1.96743 -0.02496 -1.53206
Si 2.10354 -1.10072 1.62850
C 2.49366 -2.52246 0.45579
C 3.70898 -1.02799 2.63616
C 0.76424 -1.41215 2.90170
H 1.03699 4.28237 1.06395
H 1.38375 3.36821 -0.38491
H 2.70114 4.19838 0.45737
H 3.92904 3.32770 2.77570
H 4.60965 2.68229 1.29727
H 4.43446 1.64303 2.71879
H 0.91838 3.06718 3.58081
H 1.98422 1.74220 4.08249
H 0.41704 1.40257 3.32848
H 4.70375 0.90186 0.14556
H 5.72230 0.34824 -2.04642
H 4.26298 -0.49357 -3.89818
H 1.81862 -0.67984 -3.48457
H 3.58001 -2.62921 0.38608
H 2.09317 -2.40334 -0.54943
H 2.06615 -3.44557 0.84795
H 4.57671 -0.76750 2.02552
H 3.87979 -2.03287 3.03700
H 3.66405 -0.34585 3.48509
H -0.16585 -0.89943 2.65770
H 1.10283 -1.06641 3.88110
H 0.55200 -2.48161 2.96723
O -0.71095 2.46569 -0.49958
S -1.35504 2.37571 0.83909
O -1.03022 3.46414 1.71387
O -0.96014 1.02119 1.29275
C -3.16243 2.38444 0.78867
C -3.74257 3.06062 1.85291
C -5.11766 3.00234 2.05413
C -5.91327 2.26211 1.20160
C -5.34157 1.60084 0.12188
C -3.97824 1.66793 -0.08953
S -3.30688 0.90817 -1.54956
O -4.28489 0.00660 -2.09208
O -2.90595 2.00317 -2.38808
O -2.16592 0.15448 -0.92594
H -3.11415 3.62040 2.52826
H -5.55258 3.53261 2.89151
H -6.98087 2.19550 1.36966
H -5.93728 1.02200 -0.57114
Cl -3.53918 -2.61209 -0.41602
C -2.53483 -2.51661 1.03927
Cl -3.02215 -1.14917 2.05842
C -1.02790 -2.55608 0.67971
O -0.52133 -3.65830 0.81638
O -0.43428 -1.51591 0.23058
H -2.72721 -3.41259 1.61433

## Properties
Net charge ... -1
Energy relative to the best compared isomer or geometry (same formula, charge and spin) ... 72.5 kJ/mol
E ... -133835.85097 eV
<S²> ... 2.0153
Multiplicity ... 3
Highest occupied orbital energy (alpha / beta) ... -4.51 / -5.24 eV
E_LUMO (alpha / beta) ... 2.51 / 2.19 eV

---

5.
C32H46CdN8O2Si3 | ωB97M-V/def2-TZVPD

Atoms and positions in Å:
Cd 8.66795 10.35503 12.36721
N 17.94960 8.41069 11.66573
C 18.19743 8.21967 12.99723
N 17.60175 9.13034 13.69336
C 16.95191 9.86847 12.74276
N 17.15961 9.51912 11.51266
C 16.04082 10.97537 12.90533
C 16.25286 12.18256 12.23200
N 15.31708 13.11727 12.03189
C 14.15523 12.87145 12.54260
C 13.95958 11.63710 13.29422
N 14.86470 10.71796 13.49302
H 18.31568 7.90830 10.75093
H 18.85989 7.39541 13.41134
H 17.25025 12.42838 11.90267
H 13.23534 13.43695 12.34764
H 12.89191 11.47945 13.56565
C 4.67164 10.93169 13.81604
Si 5.45468 9.44750 12.90231
C 4.18340 8.04505 13.52366
C 5.01786 9.67531 11.09367
C 7.16120 9.05866 13.40288
Si 7.69401 7.29170 13.01765
C 7.21468 6.59662 11.38632
C 7.06167 6.10399 14.47918
C 9.52352 7.30923 12.99266
Si 7.51438 9.66556 15.07695
C 6.22298 9.07501 16.27652
C 9.21691 9.19556 15.93443
C 7.55175 11.59548 15.01677
C 6.85074 12.48691 15.80195
C 6.70948 13.90218 15.53235
C 7.41148 14.31715 14.54031
C 8.14485 13.40118 13.63573
N 8.21843 12.07547 13.87015
H 3.55722 10.78600 13.32623
H 4.83730 12.21765 13.16888
H 4.77070 11.27643 14.59742
H 4.10618 7.58149 12.73217
H 3.28732 8.62073 13.60589
H 4.29296 7.64919 14.33085
H 3.98701 10.45288 11.02467
H 4.35337 8.77178 11.07693
H 5.95834 10.05351 10.28511
H 4.87149 7.21681 11.14925
H 6.82941 5.40745 10.90185
H 7.43110 7.15613 10.79112
H 6.37965 5.65087 14.06170
H 6.68523 6.25124 15.64789
H 7.94693 5.30022 14.45390
H 9.91027 7.90916 13.88192
H 9.81422 7.69428 11.94274
H 9.99290 6.08161 13.16824
H 6.66764 7.86410 16.36063
H 5.10962 9.04942 15.73662
H 6.42335 9.55520 17.25061
H 9.27543 8.08299 16.35492
H 9.45447 9.66859 16.65241
H 10.00923 9.59022 15.17272
H 6.17066 11.73126 16.89323
H 6.39944 14.44093 16.18978
H 7.79458 15.63453 14.30160
H 8.75321 14.00896 12.91725
O 19.74201 8.48016 8.14907
C 19.33611 7.40761 8.58354
O 18.95523 7.07526 9.75921
C 19.16045 6.31571 7.50360
C 19.72126 6.45048 6.19312
C 19.53982 5.42133 5.25680
C 18.82248 4.28151 5.57410
C 18.25240 4.12935 6.86937
C 18.45208 5.16218 7.77728
H 20.16608 7.38877 6.04090
H 19.75775 5.71371 4.15092
H 18.57955 3.51950 4.89621
H 17.57180 3.31855 7.19401
H 18.16054 5.08454 8.83416
C 10.12461 9.34635 10.76798
H 11.17109 9.50483 10.62800
H 9.71483 9.73644 9.94683
C 10.39579 14.88564 9.01755
C 11.57188 13.92594 8.94242
N 12.72372 14.40081 8.48100
C 13.57099 13.35311 8.57057
C 12.87033 12.26260 9.05466
N 11.59461 12.63538 9.27778
H 10.74403 15.94772 8.90200
H 9.84259 14.75553 10.09793
H 9.68078 14.68256 8.13960
H 14.62064 13.39848 8.16052
H 13.10608 11.19920 9.30740
H 9.78440 8.28907 10.94996

## Properties
Net charge ... -2
Energy relative to the best compared isomer or geometry (same formula, charge and spin) ... 1958.6 kJ/mol
E ... -78121.52354 eV
Multiplicity ... 1
Highest occupied orbital energy ... -1.51 eV
E_LUMO ... 1.68 eV

---

6.
C13H16ClNOsSTe | ωB97M-V/def2-TZVPD

Atoms and positions in Å:
Os 0.00409 0.94671 -1.14894
C -1.93281 0.25101 1.43946
C -0.49721 0.03721 1.77756
C -0.09481 -0.17939 3.10586
C 1.23049 -0.37569 3.39536
C 2.16369 -0.47439 2.33916
C 3.52489 -0.79999 2.53086
C 4.36289 -0.97539 1.45146
C 3.89589 -0.81479 0.14886
C 2.57669 -0.44359 -0.08144
S 1.98059 -0.25719 -1.70364
C 1.68379 -0.27269 1.01806
N 0.37819 0.03041 0.77656
H -2.39951 0.93621 2.14246
H -2.45971 -0.70199 1.50706
H -2.04751 0.64281 0.41856
H -0.84691 -0.18579 3.87846
H 1.57029 -0.47399 4.41516
H 3.89789 -0.94549 3.53366
H 5.39399 -1.24749 1.60716
H 4.55369 -0.97389 -0.69264
Cl -0.46181 3.21481 -0.63664
C 0.19279 2.73971 -2.17224
H 1.20259 3.12581 -2.31034
H -0.48141 3.02631 -2.98054
C -2.62501 -2.18459 -2.33424
Te -1.72711 -0.37339 -3.09194
C -3.46821 0.88991 -2.91634
H -3.10951 -2.02509 -1.37414
H -1.83701 -2.92929 -2.25094
H -3.35431 -2.51969 -3.07034
H -4.24831 0.49751 -3.56554
H -3.19531 1.88261 -3.26554
H -3.82591 0.93281 -1.89014

## Properties
Net charge ... +2
Energy relative to the best compared isomer or geometry (same formula, charge and spin) ... 25.8 kJ/mol
E ... -48330.89116 eV
<S²> ... 6.0429
Multiplicity ... 5
Highest occupied orbital energy (alpha / beta) ... -14.68 / -15.49 eV
E_LUMO (alpha / beta) ... -7.08 / -9.50 eV